# 1
{
  "formula": "C22H18N2OS2",
  "method": "ωB97M-V/def2-TZVPD",
  "total_charge": 0,
  "energy_ev": -49800.563,
  "smiles": "Cc1ccc(Sc2cncc3sc(/C=N/OCc4ccccc4)cc23)cc1",
  "largest_force_ha_per_bohr": 0.083,
  "lumo_ev": -0.49,
  "gap_ev": 7.9,
  "e_homo_ev": -8.4,
  "species": ["S", "S", "O", "N", "N", "C", "C", "C", "C", "C", "C", "C", "C", "C", "C", "C", "C", "C", "C", "C", "C", "C", "C", "C", "C", "C", "C", "H", "H", "H", "H", "H", "H", "H", "H", "H", "H", "H", "H", "H", "H", "H", "H", "H", "H"],
  "xyz": [[-0.982, 0.239, -3.266], [3.264, -0.476, -0.157], [-3.652, -0.383, 0.781], [3.073, 0.728, -3.971], [-2.280, -0.563, 0.422], [-4.046, -1.131, 1.970], [4.308, 3.837, 1.334], [5.256, 2.827, 1.449], [0.810, 0.319, -3.198], [-5.955, -2.742, 1.538], [3.547, 0.283, -2.819], [1.716, 0.741, -4.187], [2.657, -0.119, -1.806], [-4.554, -2.513, 1.546], [-6.375, -4.027, 1.182], [1.303, -0.099, -2.010], [0.360, -0.532, -1.068], [-3.726, -3.471, 1.104], [-2.156, -0.620, -0.891], [-5.457, -4.936, 0.792], [-0.901, -0.415, -1.602], [-4.131, -4.730, 0.723], [2.763, 2.119, 0.445], [4.997, 1.545, 0.858], [3.752, 1.152, 0.444], [3.029, 3.506, 0.798], [4.498, 5.264, 1.470], [2.252, 4.220, 0.671], [6.322, 3.071, 1.694], [-2.674, -3.253, 1.057], [5.474, 5.545, 1.798], [-3.221, -1.273, 2.679], [0.523, -0.923, -0.091], [1.300, 1.062, -5.121], [1.832, 1.881, -0.071], [-3.010, -0.514, -1.561], [4.300, 5.921, 0.547], [-7.436, -4.234, 0.991], [5.701, 0.783, 0.842], [-5.860, -5.879, 0.469], [-3.474, -5.434, 0.289], [4.625, 0.266, -2.699], [-6.787, -2.043, 1.790], [3.837, 5.650, 2.278], [-4.824, -0.647, 2.555]]
}

# 2
{
  "formula": "C22H18O11S3Ti",
  "method": "ωB97M-V/def2-TZVPD",
  "total_charge": -2,
  "energy_ev": -101253.679,
  "e_above_lowest_kj_mol": 237.3,
  "largest_force_ha_per_bohr": 0.070,
  "lumo_ev": [4.02, 4.02],
  "gap_ev": [3.2, 3.3],
  "e_homo_ev": [0.8, 0.7],
  "species": ["Ti", "S", "S", "S", "O", "O", "O", "O", "O", "O", "O", "O", "O", "O", "O", "C", "C", "C", "C", "C", "C", "C", "C", "C", "C", "C", "C", "C", "C", "C", "C", "C", "C", "C", "C", "C", "C", "H", "H", "H", "H", "H", "H", "H", "H", "H", "H", "H", "H", "H", "H", "H", "H", "H", "H"],
  "xyz": [[0.413, 0.900, -1.950], [0.940, 1.872, -4.683], [0.300, 0.481, 1.423], [2.815, 1.989, -1.774], [-0.131, -0.960, -1.847], [0.949, 0.623, -3.869], [-1.460, 1.168, -2.211], [0.060, 2.860, -4.118], [2.566, 0.545, -1.680], [-3.399, 0.092, -2.554], [3.793, 2.483, -0.853], [0.736, 1.618, -6.085], [1.515, 2.687, -1.769], [-1.912, -2.310, -1.944], [0.337, 1.109, -0.027], [0.231, -1.305, 1.178], [-3.526, -1.040, 4.550], [-4.143, -2.299, 2.599], [2.649, 2.467, -4.558], [-1.383, -1.220, -2.025], [0.750, -2.164, 4.862], [5.246, 3.465, -4.637], [-0.781, -3.017, 2.718], [-4.149, -2.156, 3.989], [-0.142, -3.213, 5.033], [-2.945, -0.072, 3.747], [0.115, -1.966, 2.531], [-2.213, 0.107, -2.315], [-3.553, -1.347, 1.789], [3.455, 2.398, -3.423], [3.165, 3.026, -5.725], [4.458, 3.523, -5.756], [0.877, -1.545, 3.623], [-0.908, -3.638, 3.954], [4.741, 2.906, -3.463], [-2.955, -0.185, 2.336], [-2.361, 0.784, 1.493], [5.327, 2.874, -2.555], [-1.618, -4.447, 4.075], [-0.629, -1.547, 0.555], [1.129, -1.614, 0.640], [-3.484, -0.932, 5.628], [2.526, 3.060, -6.596], [6.252, 3.868, -4.654], [-2.410, 0.672, 0.417], [-2.451, 0.785, 4.195], [-3.558, -1.470, 0.711], [-4.619, -2.901, 4.620], [4.845, 3.957, -6.673], [-4.597, -3.172, 2.145], [1.352, -1.822, 5.697], [-0.247, -3.691, 6.000], [-2.149, 1.777, 1.861], [-1.388, -3.338, 1.880], [1.568, -0.720, 3.494]]
}

# 3
{
  "formula": "C22H19AlBCl2F4N2O4",
  "method": "ωB97M-V/def2-TZVPD",
  "total_charge": -1,
  "energy_ev": -77494.868,
  "largest_force_ha_per_bohr": 0.018,
  "lumo_ev": 0.95,
  "gap_ev": 7.8,
  "e_homo_ev": -6.8,
  "species": ["Cl", "Cl", "Al", "F", "F", "F", "F", "O", "O", "O", "O", "N", "N", "C", "C", "C", "C", "C", "C", "C", "C", "C", "C", "C", "C", "C", "C", "C", "C", "C", "C", "C", "C", "C", "C", "B", "H", "H", "H", "H", "H", "H", "H", "H", "H", "H", "H", "H", "H", "H", "H", "H", "H", "H", "H"],
  "xyz": [[-2.027, 0.175, 2.621], [-2.526, 2.910, -0.628], [-8.524, 2.093, 1.968], [-9.034, 3.658, 1.588], [-8.657, 1.101, 0.604], [-9.468, 1.470, 3.223], [-6.900, 2.138, 2.458], [-0.573, 2.406, 4.570], [-2.454, -2.633, 0.537], [2.473, 0.160, -2.826], [-2.006, -0.341, -1.172], [-3.236, -3.682, -1.552], [0.097, 3.107, 2.407], [1.909, -2.677, -2.295], [-0.828, -0.483, -0.955], [-4.253, 1.838, 1.158], [4.510, 0.448, -0.253], [1.784, 2.343, 0.879], [0.048, 0.540, -0.292], [2.249, 1.570, -0.173], [1.758, -0.204, -1.918], [5.994, 0.780, -0.147], [-1.797, 1.230, 1.268], [-0.212, 2.700, 3.515], [6.896, -0.450, -0.208], [-0.724, -2.967, -1.294], [-2.828, 1.881, 0.735], [-0.405, 1.333, 0.769], [0.484, 2.227, 1.352], [1.324, -3.936, -2.195], [-0.116, -1.716, -1.383], [3.681, 1.699, -0.617], [1.362, 0.665, -0.770], [0.034, -4.070, -1.697], [1.179, -1.577, -1.871], [-2.197, -3.109, -0.737], [-2.904, -3.302, 1.061], [7.930, -0.142, -0.369], [2.905, -2.546, -2.691], [4.355, -0.313, -1.019], [2.459, 3.055, 1.332], [-4.616, 2.853, 1.306], [1.894, -4.797, -2.516], [-4.850, 1.428, 0.344], [-4.159, -3.516, -1.167], [4.140, 2.541, -0.098], [6.164, 1.328, 0.780], [3.731, 1.853, -1.691], [6.603, -1.115, -1.018], [-0.393, -5.062, -1.616], [-3.141, -4.652, -1.817], [4.132, 0.037, 0.685], [6.887, -0.982, 0.743], [-4.392, 1.272, 2.068], [6.242, 1.433, -0.987]]
}